{
  "formula": "C2H9N2O",
  "method": "ωB97M-V/def2-TZVPD",
  "charge": 1,
  "multiplicity": 1,
  "smiles": "C[NH2+]OCN",
  "e_above_lowest_ev": 4.208,
  "mol_weight_da": 77.11,
  "lumo_ha": -0.1194,
  "homo_energy_ev": -15.62,
  "orbital_gap_ev": 12.377,
  "species": ["O", "N", "N", "C", "C", "H", "H", "H", "H", "H", "H", "H", "H", "H"],
  "positions_angstrom": [[0.743, 0.616, -0.650], [-0.629, 0.607, -0.573], [0.557, 0.057, 1.756], [1.530, -0.009, 0.768], [-1.129, -0.362, -1.508], [-0.660, -0.586, -2.508], [0.218, -0.823, 1.999], [-1.029, 1.507, -0.873], [-0.990, 0.414, 0.392], [2.307, 0.625, 0.826], [-2.199, -0.228, -1.703], [0.662, 0.502, 2.633], [-1.018, -1.306, -1.046], [1.637, -1.014, 0.486]],
  "atomic_forces_ev_per_a": [[1.45, 0.07, 1.36], [-0.01, 0.81, -0.76], [0.33, 0.17, -0.41], [-5.29, -0.37, -0.46], [-1.49, -2.39, -1.94], [0.22, 1.59, 1.15], [-0.76, -1.88, 0.18], [0.69, 0.30, 0.45], [0.66, 0.14, -0.21], [2.64, 1.99, 0.02], [0.16, 0.25, 0.26], [0.65, 1.43, 0.44], [-0.09, -1.16, 0.71], [0.85, -0.94, -0.79]]
}